# 1
2 unconnected molecules or ions with the total composition C3H2F2OS, computed with ωB97M-V with the def2-TZVPD basis set.

Geometry as XYZ:
```
9
Properties=species:S:1:pos:R:3:lowdin_charge:R:1
C -0.97 -0.96 2.36 -0.1190
C -1.16 -1.00 1.19 -0.0976
C 1.05 0.42 -1.02 -0.5668
O -1.45 0.92 -1.75 -0.4657
F 0.95 1.68 -0.43 0.0274
F 1.66 -0.42 -0.24 0.0840
S -0.61 -0.24 -1.60 1.0886
H -1.00 -1.02 3.38 -0.0388
H 1.55 0.61 -1.88 0.0880
```

The value obtained for the relative energy (zero: lowest compared OMol25 entry of this formula, charge and spin) is 650.7 kJ/mol. Its max |F| is 4.9 eV/Å. The calculation puts the HOMO-LUMO gap (spin up / spin down) at 0.2452 / 0.2451 Ha.

=====

# 2
A molecular structure, C3H2F3N, computed with ωB97M-V with the def2-TZVPD basis set.

Geometry as XYZ:
```
9
Properties=species:S:1:pos:R:3:lowdin_charge:R:1
C -0.36 -0.33 0.15 -0.1310
C -1.73 -0.02 -0.07 -0.1071
C 1.54 0.27 0.10 -0.4552
N -1.02 -1.38 -0.03 0.1431
F 1.67 1.43 0.65 0.1886
F 2.32 -0.73 0.58 0.1300
F 1.86 0.40 -1.23 0.0969
H -2.29 0.11 0.84 0.0875
H -1.99 0.25 -1.00 0.0472
```

The value obtained for the relative energy (zero: lowest compared OMol25 entry of this formula, charge and spin) is 198.0 kJ/mol. Its max |F| is 4.7 eV/Å. The calculation puts the HOMO-LUMO gap at 0.4067 Ha.

=====

# 3
2 unconnected molecules or ions with the total composition C3H2F4, computed with ωB97M-V with the def2-TZVPD basis set.

Geometry as XYZ:
```
9
Properties=species:S:1:pos:R:3:lowdin_charge:R:1
F 1.76 -0.20 -0.67 0.0845
C 1.12 -1.16 0.08 -0.4545
F 0.58 -2.22 -0.67 0.0568
F 2.09 -1.72 0.69 0.1167
H 0.62 -0.89 1.05 0.1831
C -1.13 2.07 -0.08 0.1364
C -1.84 1.12 -0.01 -0.2253
F -2.91 0.44 -0.17 0.1226
H -0.29 2.56 -0.21 -0.0202
```

The value obtained for the relative energy (zero: lowest compared OMol25 entry of this formula, charge and spin) is 370.7 kJ/mol. Its max |F| is 4.9 eV/Å. Its SMILES is FC(F)F.C#CF. The calculation puts the HOMO-LUMO gap at 0.4205 Ha.

=====

# 4
C3H2F4O2 in the gas phase, computed with ωB97M-V with the def2-TZVPD basis set.

Geometry as XYZ:
```
11
Properties=species:S:1:pos:R:3:lowdin_charge:R:1
O 0.01 1.50 1.94 0.1988
C 0.24 1.19 0.82 -0.4129
F 0.45 2.07 -0.14 0.1538
C 0.42 -0.25 0.27 -0.2114
O -0.04 -1.16 1.20 0.0385
C -0.25 -0.47 -1.06 -0.5190
F 0.02 -1.71 -1.56 0.1371
F -1.66 -0.40 -1.11 0.0941
F 0.18 0.39 -1.97 0.1586
H 1.58 -0.28 0.13 0.2175
H -0.95 -0.87 1.47 0.1449
```

The value obtained for the relative energy (zero: lowest compared OMol25 entry of this formula, charge and spin) is 0.0 kJ/mol. Its max |F| is 3.1 eV/Å. Its SMILES is O=C(F)[C@@H](O)C(F)(F)F. The calculation puts the HOMO-LUMO gap at 0.4604 Ha.

=====

# 5
A molecular structure, C3H2FFeO2, computed with ωB97M-V with the def2-TZVPD basis set.

Geometry as XYZ:
```
9
Properties=species:S:1:pos:R:3:lowdin_charge:R:1
H 0.01 -1.15 1.55 -0.0175
C -0.44 0.96 -0.11 -0.2526
C 0.42 -0.08 -0.43 -0.4221
O 0.45 -0.52 -1.77 -0.1283
C 0.41 -1.72 -2.12 0.1003
O -0.80 1.19 1.10 -0.3238
H -1.04 1.34 -0.95 0.1311
F 1.63 -0.12 0.13 0.0362
Fe -0.63 0.09 2.61 0.8766
```

The value obtained for the relative energy (zero: lowest compared OMol25 entry of this formula, charge and spin) is 0.0 kJ/mol. Its max |F| is 3.4 eV/Å. The spin multiplicity is 6. The expectation value of S² is 8.783. The calculation puts the HOMO-LUMO gap (spin up / spin down) at 0.1957 / 0.2324 Ha.

=====

# 6
A molecular structure, C3H2FFeO2, computed with ωB97M-V with the def2-TZVPD basis set.

Geometry as XYZ:
```
9
Properties=species:S:1:pos:R:3:lowdin_charge:R:1
F -1.95 1.08 0.50 -0.1974
O 0.65 -1.15 -0.06 -0.3737
O -1.87 -1.26 0.43 0.1903
C 0.82 0.10 -0.62 -0.3189
C -0.27 0.80 0.02 -0.0609
C -1.06 -0.38 0.45 -0.2132
H 0.80 0.12 -1.72 0.1054
H 0.04 1.64 0.64 0.1273
Fe 2.84 -0.95 0.36 0.7411
```

The value obtained for the relative energy (zero: lowest compared OMol25 entry of this formula, charge and spin) is 11.5 kJ/mol. Its max |F| is 4.9 eV/Å. The spin multiplicity is 6. The expectation value of S² is 9.013. The calculation puts the HOMO-LUMO gap (spin up / spin down) at 0.2680 / 0.2565 Ha.

=====

# 7
C3H2FN in the gas phase, computed with ωB97M-V with the def2-TZVPD basis set.

Geometry as XYZ:
```
7
Properties=species:S:1:pos:R:3:lowdin_charge:R:1
N 1.90 -1.14 1.15 0.1540
C 0.96 -0.46 0.99 -0.2653
C -0.31 -0.03 0.59 -0.0511
C -0.32 0.35 -0.79 -0.0655
F -1.41 0.88 -1.39 0.0183
H -1.32 0.03 0.92 0.1010
H 0.50 0.36 -1.46 0.1084
```

The value obtained for the relative energy (zero: lowest compared OMol25 entry of this formula, charge and spin) is 79.2 kJ/mol. Its max |F| is 7.2 eV/Å. Its SMILES is N#C/C=C/F. The calculation puts the HOMO-LUMO gap at 0.3731 Ha.

=====

# 8
2 unconnected molecules or ions with the total composition C3H2FN, computed with ωB97M-V with the def2-TZVPD basis set.

Geometry as XYZ:
```
7
Properties=species:S:1:pos:R:3:lowdin_charge:R:1
C 0.75 -0.98 -0.63 0.1462
C 0.08 -0.91 0.39 -0.1204
C -0.80 -0.65 1.43 -0.2461
N -1.45 -0.25 2.31 0.1682
H 1.47 -1.50 -1.26 0.0606
F -0.06 2.21 -1.62 -0.1544
H 0.01 2.09 -0.62 0.1459
```

The value obtained for the relative energy (zero: lowest compared OMol25 entry of this formula, charge and spin) is 173.9 kJ/mol. Its max |F| is 3.7 eV/Å. Its SMILES is C#CC#N.F. The calculation puts the HOMO-LUMO gap at 0.4088 Ha.